No. 1
119
Properties=species:S:1:pos:R:3:forces:R:3:mulliken_charge:R:1 method="wB97M-V/def2-TZVPD" homo_ev="-8.888 / -7.476" homo_lumo_gap_ev="8.7 / 5.8" total_energy_ha=-20573.67785
Na -12.212182 -2.035332 19.321910 -0.012 -0.139 -0.516 0.07
Br -14.764768 -0.523383 19.600898 0.292 0.569 0.500 -0.51
B -15.933455 -1.716916 18.689736 -1.428 -0.692 -0.932 0.05
B -17.588910 -1.264602 18.222516 -0.032 -2.018 0.383 0.35
C -17.905767 -2.303874 16.760287 -1.998 1.208 3.003 -0.69
B -16.447294 -1.520507 16.977693 0.858 -0.222 -1.042 1.02
B -16.615817 -3.165851 16.276198 0.267 0.039 -2.786 0.61
B -17.905172 -4.026598 17.071122 2.030 3.604 2.812 0.79
B -18.616620 -2.804945 18.316760 0.237 -0.124 0.104 0.13
B -17.367112 -2.509052 19.553296 0.442 0.364 -1.124 0.18
Br -17.704993 -1.924023 21.393662 -0.035 -0.402 -0.192 -0.35
B -17.632843 -4.169948 18.776759 1.231 0.404 0.478 -0.63
Br -18.380840 -5.673476 19.771320 0.264 0.120 0.031 -0.41
B -16.235950 -4.397140 17.506453 -1.019 0.595 0.322 0.12
Br -15.373001 -6.059157 16.960459 -0.196 0.109 0.312 -0.39
B -15.363950 -2.877844 17.395308 -0.379 0.671 1.313 -0.15
Br -13.515940 -2.904289 16.942797 0.978 -0.044 -0.483 -0.22
B -15.928448 -3.409878 19.003435 0.199 -1.829 0.648 0.58
Br -14.710479 -4.265182 20.335700 -0.144 0.504 -0.401 -0.06
H -18.087092 -0.230596 18.293055 -0.506 0.670 0.147 -0.36
H -18.836978 -1.797632 16.430829 1.287 -0.620 -1.472 0.62
H -16.063670 -0.741674 16.160983 -0.145 0.189 0.422 -0.32
H -16.392936 -3.208887 15.045640 -0.212 -0.291 1.441 -0.26
H -18.521035 -4.628150 16.489420 -3.206 -2.936 -2.712 -0.51
H -19.779026 -2.744613 18.696923 0.739 0.044 -0.892 -0.22
Cl -10.083355 -2.562854 16.866634 -1.094 -3.315 0.786 0.03
C -9.476295 -1.151020 16.454026 0.200 3.971 -0.348 -0.41
H -10.054452 -0.279100 16.837254 0.859 -0.762 -0.634 0.06
H -8.621593 -1.084199 15.807494 0.083 -0.011 -0.067 0.41
Cl -8.709809 1.148462 23.213893 0.584 0.328 0.009 -0.14
C -8.131396 -0.450565 22.953119 0.255 -1.037 -1.169 0.17
C -8.970566 -1.474802 23.375288 -1.443 2.331 0.992 -0.59
C -8.761865 -2.769428 23.060362 0.642 -1.691 -0.979 0.17
C -7.614110 -3.164089 22.339656 0.035 1.225 0.353 -0.90
C -7.245356 -4.584701 22.081630 -0.309 -1.802 0.051 -0.63
C -7.468385 -5.101592 20.672582 -0.457 1.334 -1.152 -1.45
N -8.883192 -4.926455 20.285155 -0.169 0.444 -0.237 0.38
C -9.861382 -5.889061 20.332077 -1.695 3.674 -0.898 -0.70
C -11.061263 -5.208943 20.028428 1.195 -2.529 -0.534 -1.09
N -10.800218 -3.906617 19.801350 0.173 0.980 -0.270 0.81
C -9.509716 -3.747150 19.949841 1.098 -0.656 0.855 -1.70
O -8.050005 -5.488815 22.872533 1.265 0.741 0.512 -0.14
C -7.533386 -5.533629 24.229753 -0.841 -1.057 -0.597 -0.93
C -8.542835 -6.272270 25.076654 0.664 -0.058 0.374 0.21
C -9.422664 -5.637334 25.937224 0.584 -3.535 -0.876 0.76
Cl -9.733359 -4.035653 26.059934 -0.372 2.246 0.340 -0.13
S -10.343379 -6.813582 26.833274 0.258 0.132 -0.397 -0.18
C -9.519254 -8.120671 26.063351 -0.523 -0.700 1.096 -0.21
C -8.582305 -7.716749 25.186850 -0.220 1.079 0.093 -1.16
C -6.768992 -2.128100 21.947027 0.473 -0.250 -0.171 1.07
Cl -5.247020 -2.466299 21.141677 -0.189 -0.133 -0.055 -0.23
C -7.026773 -0.788107 22.157202 0.459 2.029 1.068 -0.93
H -9.858802 -1.076418 23.927801 0.669 -1.025 -0.439 0.44
H -9.513765 -3.513899 23.276631 0.166 -0.124 0.304 0.99
H -6.153932 -4.721706 22.238667 -0.481 -0.007 0.424 0.92
H -7.244498 -6.151445 20.594272 0.078 -0.395 0.281 0.47
H -6.768483 -4.586605 19.971335 -0.839 -0.156 0.309 0.44
H -9.621175 -6.855914 20.526593 0.406 -2.586 0.519 0.70
H -11.977695 -5.693085 19.670283 0.178 0.449 0.754 0.44
H -8.922785 -2.839739 19.963135 -0.316 0.165 -0.350 1.12
H -7.487497 -4.523149 24.602357 0.549 0.423 0.193 0.37
H -6.538783 -6.054681 24.196615 -0.768 0.568 0.293 0.49
H -9.714726 -9.139358 26.433484 0.070 0.669 -0.415 0.41
H -7.927934 -8.412428 24.689757 0.126 0.123 -0.251 0.40
H -6.300801 0.018023 21.834296 -1.014 -1.211 0.263 0.29
O -11.862903 0.112420 18.134695 0.278 -2.281 -0.381 -0.21
S -12.270932 1.383515 18.716346 1.207 2.435 -0.663 0.76
C -10.860067 2.537471 18.148872 0.912 -1.369 2.183 -0.53
C -9.502556 1.780970 18.224874 -0.836 0.511 -0.541 -0.41
C -9.157083 0.858989 19.200784 0.372 0.444 0.763 1.06
C -7.892261 0.245266 19.157093 0.099 -1.086 1.112 0.29
C -6.931984 0.472600 18.149411 -0.500 -0.075 -0.143 -0.79
C -7.325266 1.389973 17.176493 1.411 0.606 0.090 -0.73
C -8.554376 2.031096 17.249301 -0.075 0.587 -2.375 -0.41
C -13.369998 2.156020 17.526959 -2.034 1.690 -0.268 -1.41
C -13.073626 1.948647 16.069827 1.029 -0.489 0.216 0.34
C -13.050321 0.675344 15.542479 -1.398 -2.246 0.153 0.42
C -12.720532 0.363727 14.202399 0.284 -0.497 2.650 -0.68
C -12.322358 1.387038 13.394002 -0.469 -0.517 -1.958 -0.63
C -12.354272 2.655712 13.900828 0.913 1.792 0.245 -0.57
C -12.612421 2.950312 15.229844 -0.906 -0.082 -0.127 -0.44
H -10.823425 3.294750 18.979348 -0.282 0.021 -1.384 0.49
H -11.091170 2.792578 17.109223 0.250 0.547 0.590 0.12
H -9.841691 0.728426 20.069772 0.672 -0.339 -0.741 -0.05
H -7.701085 -0.452734 20.011192 0.033 0.629 -1.162 0.09
H -5.936959 -0.040158 18.024767 -1.292 0.509 0.653 0.34
H -6.566062 1.746680 16.433629 -0.991 -0.611 0.446 0.29
H -8.774452 2.658529 16.334316 -0.059 -0.373 1.419 0.26
H -13.457205 3.255906 17.755489 0.580 -0.855 -0.027 0.40
H -14.392208 1.840539 17.759837 0.163 -0.510 -0.018 0.44
H -13.438575 -0.175544 16.176441 0.725 1.053 -0.709 0.07
H -12.627893 -0.705139 14.046376 -0.261 0.154 -0.798 0.48
H -12.142254 1.228590 12.309237 0.173 0.098 0.937 0.35
H -12.044144 3.488860 13.285770 -0.083 0.016 -0.253 0.37
H -12.624334 3.960301 15.597946 0.247 0.429 -0.104 0.45
N -11.875711 -0.581029 21.044171 -0.037 -0.721 2.599 0.66
C -12.144434 -0.749190 22.263557 -1.985 1.264 2.373 0.17
C -12.828297 -2.008211 22.999641 1.024 1.384 -1.971 -0.29
C -12.184850 -3.162404 22.711277 0.892 -1.596 -0.764 1.34
C -12.760770 -4.393505 23.060604 2.445 -0.680 -1.841 -0.93
C -13.930375 -4.483822 23.713921 -1.206 1.283 2.171 -0.81
C -14.566847 -3.311338 24.115198 1.997 1.497 -1.109 -0.96
C -13.996164 -2.049272 23.721182 -1.775 -2.354 0.309 0.22
C -12.139589 0.411197 23.334648 0.967 1.608 -0.053 0.35
C -12.145345 0.209514 24.744549 -0.313 0.120 -0.738 -0.09
C -12.166581 1.339735 25.615620 0.173 -1.904 -0.589 -1.13
C -12.117012 2.614046 25.154448 0.627 1.185 -1.226 -0.40
C -12.006177 2.870554 23.791034 0.037 -1.621 -0.467 -0.77
C -12.002941 1.775178 22.904526 -0.199 0.054 0.079 -0.11
H -11.255573 -3.041122 22.121544 -0.750 -0.750 0.393 -0.94
H -12.309078 -5.315821 22.669275 0.144 0.431 0.411 0.41
H -14.297940 -5.373335 24.168283 -0.264 -0.957 -0.463 0.55
H -15.452021 -3.365968 24.705786 -0.558 0.250 0.174 0.51
H -14.656238 -1.254398 23.861566 -0.430 1.703 0.334 0.67
H -12.142884 -0.834446 25.124071 -0.070 1.019 -0.049 0.40
H -12.147660 1.217878 26.670991 -0.071 -0.495 0.710 0.42
H -11.979396 3.480973 25.775330 -0.355 -0.058 0.668 0.39
H -11.848817 3.891770 23.466246 -0.117 -0.158 -0.288 0.43
H -11.861419 2.007656 21.847484 -0.187 -0.340 0.140 0.27

No. 2
103
Properties=species:S:1:pos:R:3:forces:R:3:mulliken_charge:R:1 method="wB97M-V/def2-TZVPD" homo_ev=-7.466 homo_lumo_gap_ev=8.0 total_energy_ha=-2759.70523
Zr -0.454915 -0.548514 0.074818 -0.162 -0.034 -0.621 1.11
C 3.652878 0.659482 3.625288 0.003 -0.002 -0.012 -1.49
C 2.840705 -0.321256 2.851867 -0.013 -0.021 0.005 0.81
C 2.694786 -1.680057 3.054795 0.032 -0.022 -0.016 -1.18
C 1.793536 -2.107298 2.080291 -0.044 0.046 -0.017 -0.65
N 1.396186 -1.062163 1.347104 -0.005 -0.026 0.109 0.49
N 2.075089 0.024183 1.805093 0.033 0.002 -0.018 0.40
B 2.022086 1.385568 1.079857 0.116 -0.029 0.098 -0.85
N 0.692070 2.087972 1.413451 0.001 -0.010 0.075 0.71
N -0.506301 1.443090 1.351917 -0.058 -0.056 -0.079 1.64
C -1.422962 2.293942 1.831927 0.029 -0.034 -0.035 -0.91
C -0.802061 3.482746 2.220474 0.002 0.018 0.013 -1.07
C 0.538518 3.313311 1.944669 -0.039 -0.010 0.002 0.75
C 1.661882 4.266873 2.176561 -0.005 -0.013 0.003 -1.39
C -2.878696 2.069063 1.829175 -0.037 0.021 -0.020 0.06
C -3.446685 0.851319 2.175852 0.064 0.031 0.008 1.03
C -4.824062 0.693567 2.153318 -0.025 -0.018 0.004 -0.76
C -5.646488 1.752374 1.800393 -0.003 0.004 -0.003 -0.63
C -5.086517 2.978326 1.464884 0.012 -0.001 -0.008 -0.89
C -3.710544 3.133969 1.476513 0.005 -0.008 0.015 -0.59
N 2.242663 1.154762 -0.436007 -0.060 0.000 0.000 0.04
N 1.632261 0.127234 -1.097147 0.030 0.077 0.061 0.84
C 2.263407 -0.008180 -2.260224 -0.041 -0.014 0.029 -0.05
C 3.272673 0.956753 -2.372612 -0.027 0.063 -0.029 -1.01
C 3.227724 1.676393 -1.197416 0.045 -0.053 -0.018 0.70
C 4.078793 2.829977 -0.785683 -0.016 -0.011 0.008 -1.49
C 2.009038 -1.108214 -3.216439 0.019 -0.013 0.031 -0.55
C 1.336773 -0.893304 -4.412908 0.010 0.022 0.001 0.17
C 1.189405 -1.930103 -5.321345 -0.010 -0.024 -0.010 -0.79
C 1.723251 -3.181339 -5.047860 -0.009 0.001 -0.001 -0.50
C 2.399533 -3.399224 -3.856622 0.005 0.009 0.018 -0.79
C 2.541999 -2.365024 -2.943432 -0.015 -0.007 -0.021 -0.12
C 1.384455 -3.480927 1.766580 0.018 0.029 -0.003 0.37
C 1.285524 -4.431425 2.777173 -0.016 -0.009 -0.007 -0.56
C 0.931912 -5.737737 2.479228 0.006 0.013 0.008 -0.85
C 0.687041 -6.107820 1.164278 -0.002 -0.011 0.002 -0.71
C 0.809115 -5.170257 0.148927 -0.001 0.003 -0.022 -0.84
C 1.160100 -3.864060 0.446851 0.001 -0.001 0.057 0.92
H 4.124938 0.154611 4.465444 0.005 0.001 0.001 0.47
H 3.015447 1.453189 4.016561 0.009 0.004 0.011 0.20
H 4.430769 1.116499 3.013025 -0.004 0.000 -0.003 0.22
H 3.199313 -2.282905 3.789920 0.007 0.002 0.000 0.57
H 2.911370 2.069624 1.481685 -0.026 0.016 -0.003 -0.18
H -1.270293 4.342509 2.667818 -0.001 0.003 -0.002 0.67
H 1.262958 5.195749 2.579167 0.006 0.003 0.002 0.46
H 2.192432 4.493021 1.251794 0.002 0.000 0.002 0.17
H 2.385947 3.864703 2.885206 0.001 0.006 0.003 0.18
H -2.796213 0.031445 2.439576 -0.029 -0.022 0.015 -0.14
H -5.258146 -0.265614 2.406193 0.014 -0.009 0.004 0.36
H -6.721025 1.623472 1.782544 -0.003 0.000 0.001 0.40
H -5.720422 3.810269 1.186213 -0.006 -0.002 -0.001 0.41
H -3.269617 4.083136 1.196285 -0.007 0.007 0.000 0.46
H 3.955475 1.090089 -3.194504 -0.005 -0.003 -0.010 0.62
H 4.795188 3.045158 -1.576067 0.001 0.006 0.001 0.45
H 4.627096 2.621145 0.132401 0.008 0.002 -0.001 0.23
H 3.476662 3.724515 -0.620385 0.003 0.001 0.006 0.17
H 0.918189 0.083672 -4.623262 -0.002 0.002 0.004 0.50
H 0.647878 -1.762184 -6.243254 0.000 0.002 -0.002 0.40
H 1.605752 -3.987935 -5.760125 0.000 0.002 -0.004 0.42
H 2.818803 -4.373309 -3.638056 0.003 -0.002 0.002 0.43
H 3.079884 -2.522465 -2.015600 0.004 -0.002 -0.002 0.48
H 1.475714 -4.134603 3.800966 -0.005 -0.017 0.012 0.46
H 0.845250 -6.467988 3.273714 0.002 -0.001 0.000 0.40
H 0.410191 -7.127481 0.930555 -0.001 -0.001 -0.005 0.41
H 0.636487 -5.463109 -0.879099 -0.001 0.001 -0.003 0.47
H 1.296057 -3.138042 -0.348243 -0.029 -0.010 -0.016 0.33
C -1.536577 2.499260 -1.321732 -0.016 0.042 -0.032 -0.78
N -1.392983 1.037360 -1.413778 0.025 -0.008 0.086 0.67
C -1.844444 0.508640 -2.512129 -0.002 0.035 -0.045 0.04
C -1.615248 -0.843955 -2.806773 0.013 -0.035 0.078 -0.33
C -2.113372 -1.680967 -3.808564 -0.030 0.102 -0.027 -1.15
C -1.610725 -2.948384 -3.533989 0.042 -0.031 0.001 -1.08
C -0.832984 -2.822983 -2.379162 -0.037 -0.007 -0.054 -0.52
N -0.818041 -1.558891 -1.937840 0.046 -0.051 0.204 0.59
C -1.035829 3.227928 -2.546795 0.030 -0.025 0.022 -0.05
C 0.253744 2.978460 -3.014176 0.001 0.018 -0.018 -0.02
C 0.744963 3.652116 -4.119138 0.003 0.000 0.006 -0.78
C -0.046883 4.589771 -4.773859 -0.004 -0.003 -0.002 -0.54
C -1.328958 4.843572 -4.314955 -0.006 0.000 -0.003 -0.71
C -1.821364 4.161952 -3.206825 -0.011 0.001 -0.016 -0.54
H -0.957672 2.845772 -0.470128 0.003 -0.002 0.009 -0.20
H -2.580315 2.761757 -1.123181 0.002 -0.006 -0.018 0.47
H -2.381909 1.124099 -3.234854 0.007 -0.021 -0.015 0.42
H -2.760195 -1.386200 -4.620359 -0.006 0.003 0.004 0.54
H -1.771172 -3.853553 -4.096971 0.000 -0.005 0.003 0.47
H -0.305435 -3.604604 -1.858074 0.008 0.002 0.006 0.27
H 0.869491 2.243314 -2.510330 0.000 -0.001 0.011 0.91
H 1.748579 3.444529 -4.470137 0.000 0.003 -0.003 0.47
H 0.334293 5.115743 -5.639619 0.004 -0.001 0.001 0.40
H -1.953132 5.568162 -4.822229 -0.001 0.000 0.000 0.39
H -2.828033 4.357779 -2.854817 -0.002 -0.001 0.001 0.44
C -1.630233 -3.476074 4.435217 0.001 -0.025 0.010 -0.82
N -1.989189 -2.082204 4.689470 0.046 -0.029 -0.056 -0.04
C -3.396448 -1.758646 4.464567 0.006 0.025 0.018 -0.91
C -1.091488 -1.163047 4.324530 -0.094 0.102 0.043 0.42
N -0.321765 -0.336062 4.077959 0.068 -0.023 0.056 -0.50
H -2.333949 -4.107253 4.977241 0.004 -0.001 0.012 0.35
H -0.630149 -3.663896 4.818705 0.008 -0.001 -0.023 0.29
H -1.669022 -3.715751 3.369405 0.014 0.006 -0.009 0.24
H -3.995847 -2.384650 5.125588 -0.007 0.001 -0.016 0.34
H -3.685549 -1.940031 3.425227 0.001 -0.015 0.000 0.28
H -3.573559 -0.715134 4.715040 0.001 0.008 -0.006 0.38
S -1.938825 -1.979072 0.973410 0.088 0.044 0.154 -0.80